{"formula": "C36H72N3O12", "method": "ωB97M-V/def2-TZVPD", "species": ["C", "C", "C", "N", "C", "C", "C", "C", "C", "H", "H", "H", "H", "H", "H", "H", "H", "H", "H", "H", "H", "H", "H", "H", "H", "H", "H", "C", "C", "C", "N", "C", "C", "C", "C", "C", "H", "H", "H", "H", "H", "H", "H", "H", "H", "H", "H", "H", "H", "H", "H", "H", "H", "H", "C", "C", "C", "N", "C", "C", "C", "C", "C", "H", "H", "H", "H", "H", "H", "H", "H", "H", "H", "H", "H", "H", "H", "H", "H", "H", "H", "C", "C", "O", "O", "H", "H", "H", "C", "C", "O", "O", "H", "H", "H", "C", "C", "O", "O", "H", "H", "H", "C", "C", "O", "O", "H", "H", "H", "C", "C", "O", "O", "H", "H", "H", "C", "C", "O", "O", "H", "H", "H"], "positions_angstrom": [[-0.5564, -1.0482, -3.6121], [-2.0347, -0.7410, -3.6082], [-2.1847, 0.7153, -4.2158], [-3.5680, 1.3598, -3.9075], [-4.1524, 1.2365, -2.4486], [-4.6700, 0.8231, -4.9346], [-4.4380, 1.6173, -6.2430], [-3.8573, 2.9542, -5.7713], [-3.6165, 2.8364, -4.2380], [-0.0702, -1.0363, -4.5875], [-0.3230, -2.0804, -3.3509], [-0.1013, -0.2679, -3.0021], [-2.3700, -0.7609, -2.5712], [-2.6671, -1.3861, -4.2181], [-1.8743, 0.8363, -5.2537], [-1.6642, 1.4696, -3.6257], [-3.4866, 1.7283, -1.7394], [-4.3326, 0.1909, -2.1990], [-5.1196, 1.7391, -2.4549], [-5.6477, 1.0781, -4.5257], [-4.5799, -0.2462, -5.1259], [-5.3975, 1.7364, -6.7461], [-3.7546, 1.1001, -6.9165], [-4.4297, 3.8589, -5.9765], [-2.9601, 3.2016, -6.3385], [-4.4589, 3.3437, -3.7678], [-2.8050, 3.3664, -3.7394], [4.2443, -5.8661, -0.2215], [4.6170, -4.6649, -1.1777], [5.7694, -3.8231, -0.6766], [6.2841, -2.7393, -1.6949], [6.7486, -3.3906, -2.9710], [7.5195, -2.0530, -1.0859], [7.2658, -0.5383, -1.4114], [5.7596, -0.3262, -1.3632], [5.1844, -1.6820, -1.9202], [3.7993, -5.4904, 0.6999], [5.1991, -6.2941, 0.0841], [3.5584, -6.5835, -0.6720], [3.7967, -4.0387, -1.5285], [4.9313, -5.3167, -1.9929], [6.6710, -4.3972, -0.4628], [5.4988, -3.1765, 0.1581], [7.1262, -2.6591, -3.6854], [5.8628, -3.8391, -3.4207], [7.4891, -4.1408, -2.6934], [8.4572, -2.5098, -1.4022], [7.5424, -2.1624, -0.0016], [7.5967, -0.4038, -2.4412], [7.7146, 0.1875, -0.7333], [5.4007, 0.4084, -2.0840], [5.3466, -0.0758, -0.3860], [5.0056, -1.6417, -2.9947], [4.2541, -2.0024, -1.4512], [-4.1151, 0.4985, 1.7084], [-2.7296, -0.0983, 2.1240], [-1.6671, 0.6087, 1.2020], [-0.2029, 0.0164, 1.2293], [0.5484, 0.4442, 2.4519], [0.7039, 0.2741, -0.0288], [1.8293, -0.7192, 0.1370], [1.2022, -1.9367, 0.8360], [-0.2139, -1.5152, 1.2979], [-4.4439, 0.2048, 0.7116], [-3.9926, 1.5739, 1.8380], [-4.9496, 0.1970, 2.3414], [-2.8264, -1.1759, 1.9922], [-2.6105, 0.0719, 3.1941], [-1.4312, 1.6307, 1.4986], [-2.1331, 0.6554, 0.2178], [1.4846, -0.0870, 2.6234], [-0.1247, 0.2884, 3.2950], [0.6449, 1.4850, 2.1426], [1.0033, 1.3218, 0.0011], [0.0556, 0.0424, -0.8739], [2.6215, -0.3109, 0.7645], [2.3342, -0.8592, -0.8188], [1.6980, -2.2439, 1.7568], [1.1353, -2.7303, 0.0918], [-0.6379, -1.7813, 2.2661], [-0.9393, -1.9246, 0.5948], [-3.7012, -3.2355, -0.1261], [-5.0445, -2.5623, 0.1153], [-5.5498, -2.5833, 1.2405], [-5.4898, -1.8875, -0.8262], [-3.2607, -3.4768, 0.8413], [-3.0617, -2.5315, -0.6586], [-3.8630, -4.0777, -0.7989], [4.0693, 1.2849, 3.5025], [4.9029, 1.7680, 2.3126], [6.0663, 2.1347, 2.4490], [4.3235, 1.6662, 1.2077], [4.6742, 1.4012, 4.4018], [3.7086, 0.2712, 3.3281], [3.3148, 2.0709, 3.4716], [-0.3360, 4.5597, 0.1724], [-0.8286, 4.0755, -1.1506], [-1.0753, 2.8871, -1.3724], [-1.0662, 4.8739, -2.0853], [-0.8012, 4.3650, 1.1387], [-0.3334, 5.6472, 0.0980], [0.6874, 4.2347, 0.3599], [1.5757, -0.4716, 5.6938], [0.3772, -1.4187, 5.6687], [-0.0175, -1.7755, 6.7880], [-0.0309, -1.8658, 4.5777], [2.3713, -0.8543, 5.0545], [2.1260, -0.4432, 6.6343], [1.2914, 0.5411, 5.4083], [-5.9687, 1.4263, 4.5152], [-6.0907, 2.0850, 5.8595], [-6.5307, 1.4737, 6.8019], [-5.8461, 3.2948, 6.0034], [-6.3185, 2.0851, 3.7204], [-6.5392, 0.5261, 4.2869], [-4.9148, 1.2026, 4.3495], [-3.0259, 3.8640, 3.6131], [-2.1266, 5.0917, 3.5659], [-0.9395, 4.9101, 3.9177], [-2.6050, 6.2531, 3.2756], [-3.9865, 4.2377, 3.9676], [-2.6532, 2.9954, 4.1560], [-3.2495, 3.6209, 2.5743]], "gap_ha": 0.0500, "charge": -3, "e_homo_ev": 1.12}



{"formula": "C36H72N4O5", "method": "ωB97M-V/def2-TZVPD", "species": ["H", "N", "C", "N", "N", "C", "C", "C", "C", "C", "C", "C", "C", "C", "C", "C", "C", "C", "C", "C", "N", "C", "O", "C", "C", "C", "C", "C", "C", "C", "C", "C", "C", "C", "H", "H", "H", "H", "H", "H", "H", "H", "H", "H", "H", "H", "H", "H", "H", "H", "H", "H", "H", "H", "H", "H", "H", "H", "H", "H", "H", "H", "H", "H", "H", "H", "H", "H", "H", "H", "H", "H", "H", "H", "H", "H", "H", "H", "H", "H", "H", "H", "H", "H", "H", "H", "H", "H", "H", "C", "C", "O", "C", "C", "O", "H", "H", "H", "H", "H", "H", "H", "H", "C", "C", "O", "C", "C", "O", "H", "H", "H", "H", "H", "H", "H", "H"], "positions_angstrom": [[1.2679, -3.2075, 5.5922], [2.2135, -3.4381, 5.9006], [3.0044, -3.0770, 5.0091], [4.4137, -3.2258, 5.1853], [2.5362, -2.4673, 3.7852], [2.3626, -3.4682, 2.6981], [1.3082, -3.0596, 1.6368], [0.9371, -1.5667, 1.6480], [-0.1184, -1.2676, 2.7552], [-1.2656, -0.3447, 2.3336], [-2.1364, -0.7969, 1.1150], [-2.7001, -2.2263, 1.2881], [-2.7035, -3.1100, 0.0218], [-1.4156, -3.0582, -0.8284], [-0.9681, -4.4194, -1.3963], [-1.5053, -4.7396, -2.8055], [-0.6000, -4.3057, -3.9700], [-0.2823, -2.7850, -4.0813], [1.0893, -2.4423, -3.4288], [1.0762, -1.2284, -2.4572], [-2.2346, -0.4850, 3.4607], [-1.7970, 0.3746, 4.5211], [-1.9279, 0.2331, 5.6693], [-1.0762, 1.5525, 3.8135], [-0.9614, 1.2021, 2.3021], [0.3239, 1.6565, 1.6253], [0.2406, 1.6095, 0.0884], [1.0394, 2.7496, -0.5623], [2.4979, 2.8193, -0.0596], [3.2994, 3.8433, -0.8964], [2.6945, 5.2541, -0.8025], [3.4112, 6.2499, -1.7382], [4.9434, 6.2058, -1.5580], [5.6013, 7.4654, -2.1531], [4.7741, -2.3671, 5.5993], [4.8656, -3.2926, 4.2758], [3.2508, -1.7981, 3.5126], [3.3402, -3.6083, 2.2142], [2.0825, -4.4106, 3.1693], [1.6896, -3.3600, 0.6548], [0.4081, -3.6570, 1.8147], [1.8489, -1.0058, 1.8843], [0.6203, -1.2118, 0.6684], [0.4148, -0.7671, 3.5722], [-0.4694, -2.2151, 3.1574], [-2.9435, -0.0624, 1.0347], [-1.5066, -0.6654, 0.2280], [-2.2390, -2.7459, 2.1262], [-3.7495, -2.1093, 1.5831], [-3.5940, -2.9462, -0.5917], [-2.8003, -4.1481, 0.3706], [-0.6078, -2.5991, -0.2573], [-1.6099, -2.3764, -1.6608], [0.1277, -4.4196, -1.4300], [-1.2534, -5.1958, -0.6769], [-1.5871, -5.8344, -2.8652], [-2.5149, -4.3729, -2.9510], [-1.1420, -4.5692, -4.8792], [0.3575, -4.8355, -3.9884], [-0.1615, -2.5855, -5.1513], [-1.0957, -2.1443, -3.7391], [1.8015, -2.1953, -4.2218], [1.5224, -3.2935, -2.9001], [1.3660, -0.3294, -3.0132], [1.8413, -1.3924, -1.6931], [0.0979, -1.0210, -2.0285], [-3.1732, -0.1809, 3.2071], [-1.5347, 2.5283, 3.9574], [-0.0420, 1.4466, 4.1817], [-1.8617, 1.6206, 1.8337], [0.5051, 2.6873, 1.9472], [1.1293, 1.0152, 1.9983], [-0.8119, 1.7746, -0.1776], [0.5112, 0.6304, -0.3137], [0.5526, 3.6819, -0.2788], [1.0786, 2.5992, -1.6465], [3.0057, 1.8516, -0.1339], [2.4927, 3.1619, 0.9812], [4.3105, 3.8564, -0.4808], [3.3339, 3.5474, -1.9520], [2.8108, 5.5551, 0.2446], [1.6370, 5.2612, -1.0624], [3.0283, 7.2671, -1.6131], [3.1592, 5.9443, -2.7628], [5.1291, 6.1118, -0.4817], [5.3260, 5.3092, -2.0491], [6.6761, 7.4238, -1.9711], [5.1521, 8.3373, -1.6755], [5.3953, 7.4788, -3.2249], [-6.1310, -5.9285, -7.3412], [-5.6884, -6.1900, -5.9164], [-4.4766, -5.4964, -5.6051], [-4.4296, -4.2139, -5.1988], [-5.6671, -3.3541, -5.3110], [-3.3850, -3.7578, -4.8158], [-6.3520, -4.8737, -7.5075], [-7.0239, -6.5084, -7.5773], [-5.3387, -6.2024, -8.0385], [-6.4665, -5.9567, -5.1874], [-5.4594, -7.2481, -5.7963], [-5.6242, -2.7946, -6.2447], [-5.6743, -2.6566, -4.4760], [-6.6011, -3.9094, -5.2652], [-0.4967, 6.2384, 5.6153], [-0.1565, 4.9329, 4.9268], [-0.4705, 4.9760, 3.5298], [0.3523, 5.4834, 2.5910], [1.5570, 6.2867, 3.0220], [0.0747, 5.3415, 1.4292], [0.0849, 7.0693, 5.2144], [-0.3031, 6.1677, 6.6861], [-1.5485, 6.4823, 5.4629], [0.8825, 4.6366, 5.0811], [-0.7698, 4.1336, 5.3410], [1.2993, 7.3450, 3.0058], [2.3611, 6.1039, 2.3131], [1.9387, 6.0226, 4.0055]], "gap_ha": 0.3508, "e_homo_ev": -9.05}



Strongest force on any atom in eV/A, matching the order above: 5.1 4.4